ORCA calculation (wB97M-V/def2-TZVPD) on the molecule C11H13NO4 at a distorted geometry.

Output
* ΔE to the lowest compared entry with this formula, charge and spin: 328.6 kcal/mol
* SMILES: COC(=O)OCCC(=O)Nc1ccccc1
* electronic energy: -782.2084 Eh

Each line ends with the Mulliken charge.
Element x y z (Å)
O 1.6137 2.2572 -0.3668  -0.3179
O 1.5123 1.2649 -2.5561  -0.4914
O -2.5665 2.4373 -1.3596  -0.5027
O 3.3662 0.4851 -1.2080  -0.2649
N -3.0635 0.6857 0.2913  -0.3483
C 2.1636 1.3186 -1.3609  0.5853
C -0.9222 -2.4962 -1.4246  -0.2802
C -0.8516 2.4167 0.5274  -0.5480
C -2.1798 -0.5357 0.1637  0.1866
C -1.4397 -1.1648 1.4912  -0.2419
C -0.1518 -3.1424 -0.1285  -0.3754
C 0.5128 1.5384 0.2939  0.0589
C -2.1885 1.8385 -0.2261  0.2426
C -0.4210 -2.4830 1.3736  -0.4248
C -1.9472 -1.1817 -1.3395  -0.2315
C 3.5420 -0.0004 0.1696  -0.4768
H 0.5937 -4.0623 -0.2726  0.2958
H 0.1397 -2.9371 2.2973  0.3021
H -2.4527 -0.7411 -2.3124  0.3424
H -0.7311 -2.9348 -2.4947  0.2806
H 0.3450 0.5410 -0.3365  0.1111
H -0.6538 3.5262 0.1571  0.3379
H 4.6356 -0.3991 0.3107  0.2671
H -1.0167 2.4879 1.6927  0.2608
H -1.5808 -0.7009 2.5568  0.2406
H 3.3656 0.8387 0.9770  0.2423
H 2.8210 -0.8917 0.4653  0.1984
H 0.9229 1.1668 1.3460  0.1526
H -3.3671 0.8684 1.2728  0.3986

Forces on the atoms, in the same order (eV/Å):
O 1.244 -3.098 -1.346
O 4.696 0.196 8.015
O 2.342 -3.828 6.967
O -3.553 2.225 1.814
N 3.145 -0.045 -0.470
C -3.135 -0.128 -6.843
C -0.566 1.868 2.993
C 0.308 0.433 0.304
C 2.018 -2.957 -0.149
C 1.246 -2.131 -3.343
C -2.578 3.338 0.549
C -0.390 -2.261 0.893
C -1.820 3.475 -5.257
C -1.857 1.657 -4.124
C 2.333 -2.003 3.925
C 0.337 -0.512 2.143
H -1.924 2.317 0.369
H -1.355 1.113 -1.938
H 1.170 -0.946 2.415
H -0.378 0.884 2.398
H -0.204 2.257 1.436
H -0.587 -2.513 0.517
H -2.121 0.944 -0.667
H 0.109 -0.316 -2.343
H 0.125 -0.874 -2.365
H 0.392 -1.449 -1.813
H 1.256 1.805 -1.059
H -0.942 0.909 -2.095
H 0.689 -0.362 -0.926